1.
Density functional theory data (the ωB97M-V functional and the def2-TZVPD basis) for C2H5NO3 in the gas phase at a distorted geometry.

Its HOMO-LUMO gap is 0.415 hartree. The energy relative to the best compared isomer or geometry (same formula, charge and spin) comes out at 142.07 kcal per mole. As for the SMILES: C=NOOCO. The net charge is 0. As for the multiplicity: 1.

Positions of all 11 atoms, in Å:
C (-0.98, 1.49, 0.43)
C (0.86, -2.08, -0.78)
O (0.44, 1.24, -0.09)
O (0.59, 0.12, -0.94)
O (-0.86, 0.95, 1.66)
N (0.64, -1.02, -0.15)
H (0.19, 0.87, 1.67)
H (-1.04, 2.59, 0.42)
H (-1.73, 0.97, -0.18)
H (0.94, -2.16, -1.86)
H (0.96, -2.98, -0.18)

***

2.
Density functional theory data (the ωB97M-V functional and the def2-TZVPD basis) for 2 unconnected molecules or ions with the total composition C2H5NO3 at a distorted geometry.

Its HOMO-LUMO gap (spin up / spin down) is 0.200 / 0.271 hartree. The energy relative to the best compared isomer or geometry (same formula, charge and spin) comes out at 53.46 kcal per mole. The expectation value of S² is 2.014. The net charge is 0. As for the multiplicity: 3.

Positions of all 11 atoms, in Å:
C (0.86, -1.35, 0.27)
C (0.00, 0.31, -1.21)
N (0.42, -0.25, 0.10)
O (1.18, -2.40, 0.60)
O (0.99, 0.17, -2.18)
O (-1.30, 0.86, 1.94)
H (-1.35, -0.03, 1.75)
H (-0.93, -0.10, -1.50)
H (-0.26, 1.29, -0.81)
H (1.86, 0.59, -1.83)
H (-1.47, 0.93, 2.87)

***

3.
Density functional theory data (the ωB97M-V functional and the def2-TZVPD basis) for C2H5NO3S in the gas phase at a distorted geometry.

Its HOMO-LUMO gap (spin up / spin down) is 0.213 / 0.272 hartree. The energy relative to the best compared isomer or geometry (same formula, charge and spin) comes out at 64.65 kcal per mole. The expectation value of S² is 2.009. The net charge is 0. As for the multiplicity: 3.

Positions of all 12 atoms, in Å:
C (0.00, -0.79, 1.06)
C (0.51, 1.26, -0.17)
N (-0.06, 0.71, 0.97)
O (-1.24, -1.35, -2.44)
O (-0.83, -1.31, 0.16)
O (0.12, 0.45, -1.52)
S (-0.18, -1.12, -1.49)
H (0.96, -1.16, 1.01)
H (-0.28, -1.03, 2.01)
H (0.42, 2.27, -0.49)
H (1.56, 0.93, -0.27)
H (-0.99, 1.15, 1.17)

***

4.
Density functional theory data (the ωB97M-V functional and the def2-TZVPD basis) for 2 unconnected molecules or ions with the total composition C2H5NO4 at a distorted geometry.

Its HOMO-LUMO gap (spin up / spin down) is 0.324 / 0.324 hartree. The energy relative to the best compared isomer or geometry (same formula, charge and spin) comes out at 170.59 kcal per mole. The net charge is 0. As for the multiplicity: 1.

Positions of all 12 atoms, in Å:
C (-0.59, -0.97, -0.76)
C (-0.17, -0.22, 0.38)
N (1.23, 0.26, 0.53)
O (2.08, -0.03, -0.33)
O (1.38, 0.85, 1.60)
O (-0.89, -0.11, 1.46)
O (-0.09, 1.75, -0.52)
H (-0.44, -2.08, -0.57)
H (-1.69, -0.73, -0.75)
H (-0.22, -0.60, -1.77)
H (-0.26, 0.40, 2.09)
H (-0.34, 1.46, -1.36)

***

5.
Density functional theory data (the ωB97M-V functional and the def2-TZVPD basis) for 2 unconnected molecules or ions with the total composition C2H5NO4 at a distorted geometry.

Its HOMO-LUMO gap (spin up / spin down) is 0.219 / 0.267 hartree. The energy relative to the best compared isomer or geometry (same formula, charge and spin) comes out at 79.64 kcal per mole. The expectation value of S² is 2.006. The net charge is 0. As for the multiplicity: 3.

Positions of all 12 atoms, in Å:
C (1.00, -0.43, -0.67)
C (-2.05, -0.50, 0.04)
N (0.84, 0.76, -0.31)
O (1.62, 1.16, 0.87)
O (1.93, -1.30, -0.19)
O (-1.25, -0.94, 0.86)
O (-2.06, 0.77, -0.43)
H (0.59, -0.98, -1.51)
H (-3.08, -0.98, -0.30)
H (2.48, -0.87, 0.57)
H (1.23, 1.98, 1.31)
H (-1.24, 1.34, -0.25)

***

6.
Density functional theory data (the ωB97M-V functional and the def2-TZVPD basis) for a molecular structure, C2H5NO4S2 at a distorted geometry.

Its HOMO-LUMO gap (spin up / spin down) is 0.208 / 0.208 hartree. The energy relative to the best compared isomer or geometry (same formula, charge and spin) comes out at 41.78 kcal per mole. The net charge is -2. As for the multiplicity: 1.

Positions of all 14 atoms, in Å:
C (-0.98, -0.51, -1.04)
C (0.26, 0.07, -0.42)
N (1.66, -1.86, 0.23)
O (0.62, -3.42, -1.51)
O (3.97, -1.12, 1.18)
O (2.59, -2.12, -2.09)
O (2.07, -1.51, 2.74)
S (1.94, -2.91, -0.99)
S (2.78, -1.98, 1.53)
H (-1.72, 0.26, -1.09)
H (-0.63, -0.84, -2.06)
H (-1.42, -1.39, -0.43)
H (0.98, 0.38, -1.10)
H (0.13, 0.59, 0.50)

***

7.
Density functional theory data (the ωB97M-V functional and the def2-TZVPD basis) for 2 unconnected molecules or ions with the total composition C2H5NO5S at a distorted geometry.

Its HOMO-LUMO gap is 0.322 hartree. The energy relative to the best compared isomer or geometry (same formula, charge and spin) comes out at 90.02 kcal per mole. As for the SMILES: CS(=O)(=O)O.[O-][N+]#CO. The net charge is 0. As for the multiplicity: 1.

Positions of all 14 atoms, in Å:
C (1.74, -0.92, -1.59)
C (-1.61, 1.42, 1.38)
N (-2.65, 1.47, 0.84)
O (-0.66, 2.09, 1.93)
O (-3.69, 0.99, 0.47)
O (1.08, 0.68, 0.52)
O (0.99, -1.71, 0.87)
O (-0.75, -0.53, -0.50)
S (0.76, -0.61, 0.00)
H (1.61, -2.01, -1.76)
H (1.56, -0.32, -2.46)
H (2.83, -0.84, -1.24)
H (-1.41, -1.22, -0.33)
H (0.20, 1.52, 1.87)

***

8.
Density functional theory data (the ωB97M-V functional and the def2-TZVPD basis) for 2 unconnected molecules or ions with the total composition C2H5NOS at a distorted geometry.

Its HOMO-LUMO gap (spin up / spin down) is 0.298 / 0.298 hartree. The energy relative to the best compared isomer or geometry (same formula, charge and spin) comes out at 81.82 kcal per mole. The net charge is 0. As for the multiplicity: 1.

Positions of all 10 atoms, in Å:
C (0.92, 0.28, 0.16)
C (-1.33, -0.35, 0.35)
N (1.09, 1.25, -0.80)
O (-0.98, -1.65, 0.25)
S (2.02, -0.62, 0.82)
H (-1.62, -0.06, 1.30)
H (-1.81, 0.15, -0.52)
H (0.29, 1.40, -1.41)
H (1.99, 1.37, -1.25)
H (-0.57, -1.77, 1.10)